90
Properties=species:S:1:pos:R:3:forces:R:3:mulliken_charge:R:1 method="wB97M-V/def2-TZVPD" s2=6.012 gap_ha="0.3311 / 0.2351" spin_multiplicity=5 charge=+2 homo_ev="-13.39 / -14.13" total_energy_ha=-5863.4079 e_above_lowest_kcal_mol=16.13 lumo_energy_ev="-4.38 / -7.73"
Rh 0.970 0.873 0.107 -0.975 -1.282 -0.364 -0.3977
Cl 1.668 3.121 -1.193 0.744 0.037 -0.440 -0.0365
C 0.714 4.266 -0.298 -0.663 0.381 0.496 0.6564
C 1.187 5.536 -0.030 0.061 -0.119 -0.151 -0.7901
C 0.360 6.423 0.649 0.015 -0.117 -0.011 -0.6772
C -0.897 6.029 1.079 0.032 0.098 -0.034 -0.8104
C -1.352 4.747 0.825 0.072 -0.013 -0.126 -1.0176
C -0.559 3.859 0.107 0.193 -0.283 0.053 0.8636
P -1.052 2.158 -0.288 -0.665 0.913 -0.270 0.5248
C -1.436 2.216 -2.067 -0.031 -0.167 0.114 1.1456
C -1.104 3.294 -2.888 -0.078 -0.096 0.133 -1.1121
C -1.326 3.216 -4.252 -0.011 0.026 -0.026 -0.8155
C -1.884 2.074 -4.807 -0.021 -0.009 0.051 -0.7838
C -2.259 1.018 -3.988 -0.002 -0.058 -0.051 -0.7661
C -2.037 1.085 -2.626 0.090 0.105 0.216 -0.1582
C -2.625 1.909 0.575 0.316 -0.265 0.041 0.6658
C -3.849 2.268 0.014 0.187 0.063 -0.036 -0.5358
C -5.014 2.085 0.740 -0.082 -0.056 -0.017 -0.8256
C -4.967 1.528 2.009 0.056 0.031 0.005 -0.6285
C -3.749 1.173 2.570 0.030 -0.018 0.095 -0.5402
C -2.580 1.359 1.854 0.105 0.088 -0.058 -0.1901
H 2.171 5.833 -0.357 0.105 0.050 -0.045 0.5177
H 0.706 7.427 0.842 0.070 0.084 0.029 0.4363
H -1.533 6.727 1.603 -0.005 0.039 0.073 0.4543
H -2.328 4.443 1.174 -0.076 -0.059 -0.016 0.4984
H -0.692 4.201 -2.470 0.041 0.038 0.006 0.5174
H -1.066 4.054 -4.880 0.015 0.050 -0.062 0.4843
H -2.036 2.012 -5.874 -0.047 0.010 -0.086 0.4284
H -2.716 0.136 -4.412 -0.065 -0.039 -0.053 0.4783
H -2.308 0.257 -1.984 -0.055 0.030 -0.090 0.5957
H -3.886 2.699 -0.974 -0.032 0.033 -0.128 0.5394
H -5.963 2.375 0.315 -0.060 0.014 -0.057 0.4831
H -5.878 1.377 2.567 -0.085 0.007 0.039 0.4318
H -3.717 0.751 3.564 0.025 -0.036 0.064 0.4570
H -1.619 1.076 2.267 -0.029 -0.062 0.122 0.1002
C -2.861 -4.062 -0.059 0.045 -0.327 0.109 -1.1367
N -2.557 -2.649 0.077 0.840 0.273 -0.733 0.8751
C -3.700 -1.759 0.154 -0.159 0.296 0.069 -0.6298
P -1.140 -1.976 -0.411 -0.257 -1.291 -0.770 -2.1590
O -0.886 -0.685 0.261 0.477 0.865 0.279 2.2939
O -0.029 -3.085 0.035 0.032 0.602 0.155 -0.5085
P 1.288 -2.612 0.897 -0.038 -1.658 0.825 -0.1306
O 1.930 -1.432 0.277 0.064 0.970 -0.249 0.2483
N 0.760 -2.410 2.461 0.123 0.021 -1.052 0.3155
C -0.564 -2.864 2.855 -0.247 -0.140 0.132 -0.9122
C 1.213 -1.214 3.141 0.161 0.300 0.009 -0.2295
N 2.272 -3.938 0.868 -0.583 1.061 0.074 0.1127
C 1.976 -5.079 1.712 -0.027 -0.176 0.231 -0.9870
C 2.906 -4.288 -0.389 0.189 0.015 -0.258 -0.9939
N -0.995 -1.830 -2.070 -0.229 -0.167 1.296 0.9228
C 0.241 -1.270 -2.577 0.248 0.224 0.105 -0.6268
C -1.582 -2.841 -2.927 -0.192 -0.102 -0.121 -1.1353
H -3.568 -4.260 -0.870 0.037 0.071 -0.012 0.3971
H -3.311 -4.420 0.869 0.045 -0.032 -0.025 0.3414
H -1.944 -4.615 -0.248 -0.072 -0.128 0.030 0.3044
H -4.241 -1.687 -0.793 -0.059 -0.071 -0.027 0.2258
H -3.335 -0.775 0.436 -0.244 0.134 0.055 -0.0937
H -4.378 -2.126 0.924 -0.038 0.048 0.026 0.4656
H -0.810 -3.776 2.315 -0.107 -0.032 0.120 0.3266
H -1.332 -2.111 2.644 0.024 -0.033 0.010 0.1585
H -0.566 -3.077 3.927 0.023 -0.031 -0.095 0.4989
H 2.292 -1.118 3.009 -0.051 0.136 0.140 0.1503
H 0.991 -1.295 4.206 0.076 -0.038 -0.054 0.3589
H 0.719 -0.305 2.752 0.033 -0.206 0.180 -0.2778
H 1.591 -4.727 2.665 -0.013 -0.139 0.067 0.2783
H 2.902 -5.626 1.889 -0.048 -0.036 0.034 0.3945
H 1.254 -5.754 1.241 -0.005 -0.034 0.036 0.2978
H 3.131 -3.380 -0.946 0.029 -0.066 -0.094 0.2256
H 2.274 -4.949 -0.993 0.029 0.048 -0.004 0.2744
H 3.842 -4.805 -0.175 -0.005 0.009 -0.060 0.4008
H 0.545 -0.423 -1.934 -0.001 -0.216 -0.391 -0.2035
H 0.071 -0.896 -3.588 0.064 0.069 0.072 0.5188
H 1.054 -2.008 -2.593 -0.035 0.112 0.007 0.2684
H -2.512 -3.183 -2.485 -0.089 -0.113 -0.097 0.3470
H -0.918 -3.694 -3.084 0.026 -0.063 -0.014 0.2715
H -1.813 -2.393 -3.893 0.012 -0.026 -0.069 0.3395
C 5.819 2.603 0.664 -0.556 -0.684 0.017 -1.0323
Si 4.961 0.910 0.816 -0.076 -0.114 -0.021 0.3950
C 4.568 -0.080 -0.763 0.184 0.438 0.658 -0.5827
C 5.618 -0.125 2.269 -0.478 0.436 -0.600 -1.0424
Se 2.651 1.545 1.607 1.241 0.314 0.641 -0.2733
H 6.878 2.442 0.481 0.184 -0.130 -0.030 0.3678
H 5.732 3.175 1.586 -0.041 -0.052 0.110 0.3572
H 5.437 3.211 -0.152 -0.121 -0.038 -0.096 0.3294
H 5.474 -0.528 -1.160 0.253 -0.010 -0.045 0.5107
H 4.128 0.531 -1.550 0.029 0.181 0.013 0.2948
H 3.869 -0.884 -0.533 0.050 0.060 0.133 -0.1923
H 6.683 -0.291 2.135 0.221 0.008 -0.112 0.4009
H 5.139 -1.099 2.330 -0.112 -0.082 -0.065 0.3102
H 5.487 0.384 3.222 -0.031 0.124 0.041 0.3757

***

85
Properties=species:S:1:pos:R:3:forces:R:3:mulliken_charge:R:1 method="wB97M-V/def2-TZVPD" gap_ha=0.3328 charge=+1 homo_ev=-10.81 total_energy_ha=-2447.7260 e_above_lowest_kcal_mol=0.00 lumo_energy_ev=-1.75
Cs -0.323 0.645 1.038 0.047 0.031 0.095 1.0588
C 1.960 -2.105 1.929 -0.069 0.000 -0.039 -1.0796
C 0.805 -2.977 1.517 -0.029 0.066 0.018 0.5323
C 1.011 -4.279 1.073 0.001 -0.041 -0.044 -0.4413
C -0.082 -5.048 0.714 0.048 0.029 0.011 -0.7712
C -1.349 -4.501 0.837 -0.012 0.053 -0.005 -0.8612
C -1.478 -3.187 1.285 0.037 -0.057 -0.046 0.0504
N -0.418 -2.440 1.600 0.040 -0.018 0.019 0.1887
Sb -3.521 -2.545 1.606 -0.043 0.016 0.039 0.8749
C -3.817 -1.108 0.016 -0.044 0.083 -0.077 0.1047
C -4.745 -1.475 -0.954 -0.001 -0.020 0.004 -0.7825
C -5.072 -0.569 -1.952 0.002 0.004 0.007 -0.6308
C -4.470 0.675 -1.943 0.007 -0.010 0.021 -0.6553
C -3.549 0.973 -0.943 -0.014 0.019 -0.029 0.7240
C -2.857 2.309 -0.909 -0.031 -0.074 -0.022 -1.2414
N -3.231 0.094 0.014 0.019 0.000 0.033 0.1743
C -3.291 -1.182 3.260 0.016 0.011 -0.006 -0.0867
C -4.296 -1.257 4.218 -0.011 0.003 0.020 -0.7969
C -4.217 -0.441 5.337 -0.008 0.005 0.009 -0.5692
C -3.130 0.398 5.470 0.034 0.004 -0.017 -0.6390
C -2.158 0.411 4.472 0.008 0.026 0.038 0.6758
C -0.945 1.294 4.582 -0.043 -0.049 -0.001 -0.9463
N -2.249 -0.355 3.381 0.023 -0.029 -0.025 0.3482
H 2.837 -2.700 2.179 0.012 -0.003 -0.029 0.4063
H 1.687 -1.509 2.800 -0.004 0.013 -0.004 0.2074
H 2.239 -1.421 1.120 0.011 0.011 0.023 0.1532
H 2.016 -4.677 1.024 -0.010 -0.022 -0.003 0.4598
H 0.050 -6.065 0.367 -0.004 -0.002 0.000 0.4231
H -2.228 -5.090 0.607 0.000 0.000 -0.003 0.4461
H -5.213 -2.450 -0.920 -0.007 0.005 0.000 0.4301
H -5.794 -0.822 -2.717 0.000 -0.023 0.008 0.4260
H -4.711 1.415 -2.694 0.008 0.000 -0.002 0.4053
H -3.364 3.023 -1.555 0.002 0.038 0.036 0.4462
H -1.829 2.220 -1.270 0.016 -0.013 -0.017 0.1101
H -2.825 2.704 0.107 -0.008 0.003 -0.006 0.1865
H -5.123 -1.944 4.095 0.004 -0.004 -0.006 0.3955
H -4.985 -0.470 6.100 -0.011 -0.017 -0.013 0.4198
H -3.020 1.036 6.337 -0.002 -0.001 0.000 0.3841
H -0.897 1.784 5.553 -0.004 0.006 -0.001 0.4248
H -0.953 2.065 3.809 0.004 0.021 0.015 -0.0086
H -0.039 0.699 4.454 0.002 0.001 0.006 0.1711
C -1.157 4.740 2.399 -0.025 0.006 0.002 -0.7934
O -0.419 3.595 1.977 0.047 0.019 -0.054 -0.2807
H -0.838 5.081 3.386 0.002 -0.002 0.001 0.3228
H -2.202 4.442 2.456 0.005 -0.008 0.004 0.2379
H -1.068 5.562 1.686 0.015 -0.003 0.000 0.3237
H 0.519 3.816 1.955 0.015 -0.018 -0.016 0.1849
C 6.282 1.967 -0.393 0.006 -0.012 0.002 -1.1276
C 5.092 2.164 0.535 0.091 0.041 -0.002 -0.6119
S 3.600 1.359 -0.063 -0.015 -0.059 0.031 0.4271
O 2.501 1.799 0.861 -0.116 0.020 0.029 -0.6369
C 3.351 2.260 -1.605 -0.018 -0.022 -0.084 0.6651
C 3.212 3.763 -1.444 0.014 -0.009 0.011 -1.3428
H 7.196 2.289 0.103 -0.003 0.004 0.007 0.3835
H 6.184 2.548 -1.310 -0.009 0.002 0.001 0.2678
H 6.406 0.917 -0.663 0.002 0.002 -0.005 0.3019
H 4.850 3.213 0.705 -0.004 -0.004 0.018 0.3517
H 5.264 1.696 1.505 -0.015 0.010 0.012 0.4597
H 2.439 1.808 -2.001 -0.019 0.041 0.020 -0.8782
H 4.164 1.974 -2.277 0.013 0.006 0.015 0.5183
H 2.513 3.999 -0.642 -0.003 -0.013 0.004 0.2488
H 2.834 4.203 -2.366 0.004 -0.005 -0.007 0.4456
H 4.170 4.233 -1.221 -0.009 0.021 -0.006 0.3264
C 2.892 -2.873 -2.992 -0.018 -0.012 -0.059 -1.4784
C 2.397 -1.970 -1.867 0.011 0.027 -0.038 0.3291
P 0.912 -0.913 -2.193 0.066 -0.043 0.067 0.8073
C -0.315 -2.203 -2.659 -0.035 -0.113 0.046 -0.3270
C -1.699 -1.650 -2.987 -0.017 0.042 0.005 -1.2489
C 1.358 -0.145 -3.814 0.091 -0.044 -0.012 -1.0086
C 0.538 1.095 -4.155 -0.074 0.081 0.010 -1.1524
H 3.775 -3.433 -2.681 0.002 0.014 0.021 0.4486
H 3.165 -2.302 -3.880 0.002 0.008 0.014 0.2957
H 2.136 -3.601 -3.287 -0.005 -0.005 0.006 0.3119
H 3.193 -1.292 -1.545 0.009 0.012 -0.015 0.0288
H 2.149 -2.570 -0.986 -0.036 -0.005 0.001 -0.3308
H -0.376 -2.869 -1.791 -0.032 -0.002 -0.006 0.0767
H 0.055 -2.804 -3.493 0.032 0.026 -0.003 0.4942
H -2.083 -1.030 -2.174 0.028 -0.006 -0.023 0.1139
H -2.413 -2.457 -3.153 0.009 -0.014 0.006 0.5045
H -1.682 -1.042 -3.893 0.003 0.008 0.001 0.3456
H 1.293 -0.884 -4.617 -0.024 -0.005 0.006 0.5652
H 2.417 0.123 -3.736 -0.006 0.015 -0.014 0.4755
H -0.510 0.854 -4.335 0.009 -0.023 0.013 0.2903
H 0.918 1.587 -5.051 0.004 -0.020 -0.010 0.3743
H 0.560 1.825 -3.341 0.017 -0.020 -0.007 0.1731